Below is a 3-piece molecular cluster, C34H64BFO14P2S overall at a distorted geometry, with properties calculated with wB97M-V/def2-TZVPD.

```
! wB97M-V def2-TZVPD RIJCOSX def2/J DEFGRID3
* xyz 0 1
C -2.239 8.162 -0.623
C -3.627 7.377 -0.834
C -3.518 5.781 -0.534
F -4.835 5.255 -0.896
C -2.399 5.118 -1.519
O -2.615 5.738 -2.818
S -2.634 4.634 -4.074
O -2.272 5.409 -5.329
O -3.963 3.970 -4.292
C -1.228 3.467 -3.767
C -0.849 2.536 -5.011
C 0.507 1.680 -4.780
C 1.811 2.365 -4.311
C 3.095 1.511 -4.116
C 3.015 -0.014 -4.401
C 4.300 -0.978 -4.181
C 1.704 -0.708 -4.911
C 0.398 0.145 -5.105
C -1.541 2.695 -2.388
B -2.218 1.212 -2.580
C -3.647 0.944 -3.343
O -1.543 0.038 -2.060
C -2.610 3.530 -1.468
C -2.356 2.970 0.049
C -3.552 2.052 0.592
C -4.868 2.847 1.062
C -6.041 2.489 0.027
O -6.623 1.214 0.508
C -7.030 0.432 -0.613
C -8.172 1.074 -1.552
O -6.585 -0.707 -0.873
H -1.882 8.570 -1.643
H -2.465 9.037 0.096
H -1.456 7.473 -0.161
H -4.120 7.550 -1.855
H -4.396 7.764 -0.059
H -3.272 5.641 0.569
H -1.383 5.370 -1.038
H -0.302 4.131 -3.564
H -0.591 3.253 -5.884
H -1.712 1.890 -5.407
H 1.771 3.488 -4.123
H 4.036 2.041 -3.761
H 3.901 -1.923 -3.655
H 4.780 -1.251 -5.178
H 5.045 -0.432 -3.488
H 1.693 -1.837 -5.142
H -0.567 -0.356 -5.452
H -0.525 2.569 -1.847
H -3.940 -0.160 -3.302
H -4.511 1.517 -2.830
H -3.579 1.372 -4.404
H -2.286 -0.579 -1.835
H -3.677 3.199 -1.729
H -1.403 2.315 0.085
H -2.187 3.804 0.810
H -3.144 1.511 1.530
H -3.851 1.198 -0.129
H -4.721 3.961 1.248
H -5.184 2.385 2.072
H -5.622 2.258 -1.026
H -6.857 3.282 -0.066
H -9.120 1.323 -0.958
H -8.361 0.367 -2.430
H -7.812 2.069 -2.019
C 2.803 -1.109 4.844
C 2.079 -0.493 3.662
O 1.038 -1.347 3.204
P -0.405 -1.318 4.010
O -0.923 -0.007 3.407
O -1.251 -2.307 2.977
C -2.534 -1.913 2.500
C -2.425 -1.379 1.086
O 0.101 -2.756 4.789
C -0.835 -3.374 5.679
C -1.561 -4.517 4.992
H 2.146 -1.160 5.718
H 3.683 -0.519 5.110
H 3.116 -2.131 4.617
H 1.680 0.493 3.918
H 2.778 -0.364 2.832
H -3.000 -1.186 3.170
H -3.174 -2.800 2.499
H -1.715 -0.550 1.019
H -3.396 -1.034 0.723
H -2.056 -2.157 0.412
H -1.541 -2.636 6.071
H -0.259 -3.766 6.522
H -2.372 -4.145 4.365
H -2.004 -5.192 5.730
H -0.886 -5.084 4.347
C 9.479 -3.531 1.284
C 8.260 -2.640 1.435
O 7.073 -3.346 1.101
P 6.401 -4.333 2.245
O 5.768 -3.223 3.092
O 5.014 -4.717 1.416
C 3.744 -4.612 2.057
C 3.042 -3.341 1.628
O 7.129 -5.643 1.417
C 6.851 -6.956 1.912
C 5.753 -7.619 1.100
H 9.469 -4.330 2.031
H 10.398 -2.954 1.411
H 9.491 -4.008 0.302
H 8.192 -2.236 2.450
H 8.337 -1.795 0.746
H 3.844 -4.669 3.144
H 3.145 -5.474 1.748
H 3.649 -2.454 1.827
H 2.086 -3.229 2.144
H 2.857 -3.353 0.550
H 6.592 -6.922 2.975
H 7.774 -7.535 1.812
H 4.768 -7.270 1.415
H 5.772 -8.704 1.237
H 5.854 -7.391 0.037
*
```

- energy above the lowest of the compared OMol25 structures with the same formula, charge and spin (kcal/mol) = 318.52
- maximum force (eV/Å) = 9.30
- frontier orbital gap (eV) = 6.88
- SMILES = CC[C@@H](F)[C@@H]1OS(=O)(=O)[C@H](Cc2ccc(C)cc2)[C@H](B(C)O)[C@H]1CCCCOC(C)=O.CCOP(=O)(OCC)OCC.CCOP(=O)(OCC)OCC
- HOMO (eV) = -8.49
- electronic energy (hartree) = -3592.5878